Computed, not measured: one molecule with the formula C13H15ClN2O at a distorted geometry, with wB97M-V/def2-TZVPD.

```
32
Properties=species:S:1:pos:R:3:forces:R:3
O -1.711139 -0.027537 -1.730858 0.5 0.3 0.5
Cl 3.331761 -2.724165 -2.885627 0.4 -0.6 -0.2
C -1.002843 0.042389 -0.733011 -1.3 -0.7 -1.4
C -3.173643 0.932750 2.008408 1.4 0.7 -3.2
C -2.603362 1.221020 0.753001 -1.9 -0.7 3.8
C 1.144604 0.255244 3.319718 -0.5 0.4 -1.3
C 2.056056 -0.527029 2.590166 -0.2 0.6 1.5
C -0.005118 0.803021 2.698771 0.7 -1.4 -0.5
C 1.845942 -0.807792 1.266925 -0.9 0.2 -0.3
C -0.303825 0.400384 1.383916 1.0 0.1 0.5
C 0.643120 -0.376673 0.692574 1.3 -0.3 1.2
N -1.338521 0.669519 0.464576 1.0 0.0 0.0
N 0.207774 -0.610547 -0.572588 -0.9 0.1 -0.8
C -3.322147 2.118756 -0.228441 0.5 -0.7 -1.0
C 2.485204 -1.329878 -3.569631 0.2 0.8 0.4
C 0.830751 -1.434248 -1.605193 0.9 0.5 -0.2
C 1.821079 -0.587506 -2.424340 0.3 0.3 0.5
H -2.784765 0.276539 2.773380 0.4 -0.1 -0.3
H -4.120443 1.358378 2.246801 -0.5 0.4 0.0
H 1.350561 0.496887 4.347791 0.0 0.1 0.2
H 2.927397 -0.894157 3.132075 -0.1 0.0 -0.4
H -0.644030 1.430834 3.263416 -0.6 0.5 0.3
H 2.579298 -1.361472 0.720136 0.2 -0.3 -0.4
H -4.088916 2.684024 0.255546 -0.3 0.3 0.7
H -2.653168 2.830347 -0.737142 -0.1 -0.4 0.2
H -3.855298 1.530671 -1.001198 0.6 0.2 0.2
H 1.774550 -1.647673 -4.324630 -0.1 -0.3 0.0
H 3.233485 -0.682362 -4.048237 -0.2 -0.3 0.1
H 1.380554 -2.283837 -1.164060 -0.5 0.4 0.1
H 0.101388 -1.815837 -2.302870 -0.7 -0.1 0.2
H 1.298658 0.262822 -2.868385 -0.1 0.1 0.2
H 2.595036 -0.202872 -1.720990 -0.4 -0.1 -0.6
```
Positions in Å, forces in eV/Å.

Output
* ΔE to the lowest compared entry with this formula, charge and spin: 0.000 eV
* Kohn-Sham gap: 8.8018 eV
* charge: 0
* structure (SMILES): C=C(C)n1c(=O)n(CCCCl)c2ccccc21



Computed, not measured: C11H27AlN3O7S as an isolated structure, with wB97M-V/def2-TZVPD.

```
50
Properties=species:S:1:pos:R:3:forces:R:3
O 5.944986 -3.543950 1.067190 -0.2 0.5 0.0
N 6.025108 -3.449309 -0.107701 0.1 -1.0 -0.1
O 4.900608 -3.888803 -0.780330 0.2 0.7 -0.2
C 3.673024 -3.098857 -0.488091 -0.3 0.1 0.2
Al 3.292593 -1.498464 -1.734119 0.0 0.1 -0.3
C 3.222542 0.210530 -0.636138 0.0 -0.1 0.3
C 2.812888 0.076317 0.840269 0.2 -0.1 0.0
C 1.534208 -0.720965 1.103986 -0.2 0.1 0.1
C 0.308475 -0.096146 0.421406 0.3 -0.4 0.0
S -0.998367 -1.256351 0.280277 -0.6 0.0 0.6
O -2.125393 -0.712307 -0.434182 0.1 0.0 -0.2
O -1.295657 -1.798833 1.585504 0.1 -0.1 -0.1
O -0.355330 -2.416032 -0.594383 0.0 0.1 0.0
H 2.852771 -3.819697 -0.549875 0.1 -0.1 0.1
H 3.724471 -2.786237 0.561247 0.0 -0.2 0.0
H 1.839309 -1.737897 -2.445920 0.0 -0.1 0.1
H 4.429068 -1.405513 -2.894375 0.1 0.0 0.1
H 4.238989 0.625888 -0.638412 -0.1 0.1 -0.1
H 2.589018 0.964571 -1.119707 0.1 0.0 -0.1
H 2.727450 1.054211 1.336452 -0.1 0.0 0.0
H 3.615784 -0.448007 1.372247 0.0 0.0 0.0
H 1.333312 -0.757375 2.178364 0.0 0.0 0.0
H 1.649410 -1.757521 0.778931 0.1 0.1 -0.1
H 0.531537 0.294020 -0.572998 -0.1 0.0 0.0
H -0.147002 0.664735 1.062838 0.0 0.2 -0.2
H -1.016853 -3.122180 -0.664618 0.1 0.0 0.0
C -1.417014 1.281921 -2.920978 0.2 0.0 0.1
O -0.480287 1.980824 -2.585251 -0.1 0.1 0.0
N -2.085889 1.438519 -4.089912 -0.1 0.0 0.0
C -3.193507 0.584846 -4.446781 0.1 0.1 0.0
C -1.662646 2.488669 -4.993366 0.0 0.0 0.0
H -1.796660 0.461399 -2.298058 0.0 0.0 0.0
H -2.987362 0.040207 -5.372240 0.0 0.0 0.0
H -4.109867 1.166217 -4.584591 0.0 0.0 0.0
H -3.357766 -0.137699 -3.648967 0.0 0.0 0.0
H -0.623423 2.342861 -5.291409 0.0 0.0 0.0
H -1.734876 3.464766 -4.510703 0.0 0.0 0.0
H -2.297759 2.474968 -5.877600 0.0 0.0 0.0
C -1.896881 2.436812 3.386366 0.0 0.0 0.0
O -1.116652 2.187289 2.489641 0.0 0.0 0.1
N -2.414367 1.519303 4.227726 0.0 0.0 0.0
C -3.343486 1.874513 5.272847 0.0 -0.1 0.0
C -2.019617 0.127531 4.055863 0.0 0.1 -0.1
H -2.258144 3.461141 3.587220 0.0 0.0 0.0
H -2.944520 1.610664 6.255546 0.0 0.0 0.0
H -4.297008 1.357992 5.137731 0.0 0.0 0.0
H -3.524943 2.948324 5.249567 0.0 0.0 0.0
H -0.941057 0.019330 4.174223 0.0 0.0 0.0
H -2.274183 -0.222012 3.057805 0.0 -0.1 0.0
H -2.529049 -0.484229 4.797476 0.0 0.0 0.0
```
Positions in Å, forces in eV/Å.

Output
* Kohn-Sham gap: 7.1572 eV
* charge: -1



Computed, not measured: C21H57FN9O6P3 as an isolated structure at a distorted geometry, with wB97M-V/def2-TZVPD.

```
97
Properties=species:S:1:pos:R:3:forces:R:3
C 2.981350 -11.366080 18.903280 -2.4 -3.3 -0.1
C 2.150200 -12.331220 19.746600 2.0 2.1 0.0
O 3.101310 -13.379220 19.894760 -3.4 0.6 2.4
C 4.293960 -12.961430 19.675930 4.2 0.4 1.3
O 5.294720 -13.630920 19.934440 -4.3 0.9 -2.9
O 4.324980 -11.664940 19.331550 -1.3 -3.0 -0.8
F 1.067010 -12.704960 19.064870 0.3 5.2 2.5
H 2.735840 -10.318970 19.080420 -1.4 -2.5 -1.1
H 2.930680 -11.735960 17.879200 -0.2 -0.5 1.6
H 1.870120 -11.959380 20.732190 -0.4 -0.4 -0.1
O 2.604870 -13.385540 14.595570 0.1 0.3 1.2
P 2.291420 -14.172930 15.811610 -0.8 -2.2 2.4
N 0.845410 -13.735610 16.663220 1.5 -0.9 -2.5
C 0.242620 -12.515620 16.218940 -0.8 0.1 0.0
C 0.419570 -14.343080 17.897850 0.1 -2.3 -0.5
N 3.420360 -14.128420 17.151130 0.4 -0.2 -0.4
C 4.776570 -13.592610 16.897490 -0.9 -0.3 -0.2
C 3.446840 -15.161200 18.228800 -1.2 -1.4 -1.1
N 2.147740 -15.869570 15.500300 0.8 1.5 1.3
C 3.369980 -16.520750 14.992980 -1.1 -0.1 -0.2
C 0.854550 -16.417440 15.184090 -0.5 0.5 -1.4
H 0.328000 -12.473590 15.133100 -0.1 0.4 0.1
H 0.639350 -11.616410 16.690250 0.2 0.1 -0.1
H -0.806840 -12.489770 16.512310 -0.3 -0.3 -0.2
H 0.431700 -15.432930 17.884930 -0.2 -0.1 -0.5
H -0.594390 -14.006980 18.114700 0.0 0.0 0.0
H 1.084380 -13.973600 18.678630 -1.0 -4.0 -1.4
H 5.190570 -14.145490 16.054270 0.5 0.5 -0.1
H 4.658170 -12.520990 16.737170 0.7 -0.2 -0.5
H 5.377930 -13.755800 17.791830 0.1 0.0 -0.4
H 4.360300 -15.754430 18.270820 0.3 0.2 -0.4
H 3.234100 -14.729300 19.206710 0.4 -1.8 -1.4
H 2.645490 -15.875000 18.037930 0.0 -0.1 -0.1
H 3.239880 -16.737880 13.932780 0.3 0.3 -0.3
H 4.249560 -15.896920 15.151930 -0.1 0.0 -0.1
H 3.533030 -17.496480 15.450650 0.0 0.0 0.4
H 0.081210 -16.009040 15.834680 0.2 -0.5 0.3
H 0.822520 -17.498020 15.044750 0.3 -0.1 0.8
H 0.526000 -16.079140 14.201390 0.0 0.2 -0.5
O 3.827210 -9.683580 19.828790 -5.6 -0.7 -16.1
P 4.014720 -8.772010 18.675070 0.2 3.4 -4.4
N 3.763570 -7.153090 19.201440 0.2 -2.6 -0.7
C 2.962510 -6.820060 20.361890 0.4 -0.6 -0.1
C 3.907550 -5.981140 18.384820 0.4 0.2 -0.5
N 2.906350 -9.110110 17.348320 1.1 0.7 0.2
C 1.781970 -8.209930 17.072680 0.1 -0.8 -0.8
C 3.008210 -10.374040 16.524620 -0.6 1.3 0.3
N 5.554780 -8.860610 18.039490 -0.7 0.0 -0.3
C 6.354800 -10.046450 18.417170 -0.3 2.8 -0.2
C 6.063150 -8.051550 16.881560 -0.3 -0.3 0.7
H 1.993200 -6.607750 19.910820 -0.6 0.2 1.1
H 3.422930 -5.955130 20.839390 -0.3 0.2 0.0
H 3.024810 -7.615250 21.104780 -0.6 0.0 -0.1
H 4.850110 -5.507160 18.658720 0.1 0.3 -0.4
H 3.100860 -5.287110 18.620800 -0.1 0.1 -0.1
H 3.836980 -6.183370 17.316080 0.2 0.0 0.1
H 1.140750 -8.047160 17.938960 -0.1 0.0 -0.1
H 2.030930 -7.260080 16.599490 0.5 0.3 0.4
H 1.240640 -8.697370 16.261850 -0.6 -0.1 0.3
H 2.818640 -10.202960 15.464950 0.7 0.3 -0.1
H 3.902060 -10.931590 16.804380 0.5 0.9 -1.0
H 2.264840 -11.109650 16.831840 -0.5 0.9 -0.8
H 5.878240 -10.840590 18.991900 -1.5 3.5 -1.9
H 6.895860 -10.536300 17.607590 -0.8 1.0 -0.7
H 7.043900 -9.777030 19.217580 0.5 0.7 -0.7
H 5.430480 -7.212920 16.590820 -0.5 -0.5 0.0
H 6.233340 -8.720040 16.037600 -0.1 0.1 -0.1
H 6.993770 -7.525080 17.093420 0.3 -0.4 0.5
O 7.636610 -10.067680 22.977680 -1.1 -0.6 -0.9
P 6.895300 -10.998870 22.075450 -0.3 -2.1 0.1
N 6.976680 -12.623960 22.724570 -1.0 0.5 0.8
C 6.609060 -12.871910 24.132890 0.4 0.9 0.5
C 6.775190 -13.863220 21.944280 0.9 0.4 0.7
N 7.681850 -11.132160 20.575820 -0.7 0.4 0.3
C 9.108800 -10.829670 20.625360 -0.3 -0.9 0.2
C 7.267440 -11.886990 19.374180 2.0 -2.0 2.4
N 5.244960 -10.725750 21.644930 1.6 -0.9 0.1
C 4.882230 -9.393850 21.252080 6.7 2.8 10.8
C 4.123970 -11.524210 22.135610 0.9 -0.2 -0.2
H 7.007480 -12.136700 24.832050 0.0 0.6 -0.4
H 7.020090 -13.778960 24.576100 0.2 -0.4 -0.7
H 5.534310 -12.913320 24.309770 -0.3 -0.1 -0.2
H 7.762740 -14.321840 21.894090 0.0 -0.3 -0.6
H 6.234050 -13.721540 21.008770 1.9 0.0 1.3
H 6.154640 -14.602340 22.450950 -0.2 0.2 0.6
H 9.227890 -9.746210 20.629350 0.6 -0.2 0.2
H 9.499460 -11.376460 21.483560 0.5 0.8 0.4
H 9.623440 -11.319690 19.798850 -0.1 0.4 -0.4
H 7.736010 -11.460980 18.487020 0.5 -0.7 0.8
H 7.669840 -12.882720 19.560480 -0.4 -0.4 -0.6
H 6.185240 -11.838290 19.253500 2.1 -2.8 0.9
H 4.635760 -8.787690 22.123820 1.4 0.7 1.2
H 5.608560 -8.919750 20.591950 0.3 0.1 0.6
H 3.955020 -9.312340 20.684860 0.4 3.2 9.1
H 3.965970 -11.356590 23.201000 -0.6 0.1 0.0
H 4.240390 -12.596450 21.977910 0.6 -0.1 0.4
H 3.274130 -11.334720 21.479900 0.1 0.8 0.9
```
Positions in Å, forces in eV/Å.

Output
* ΔE to the lowest compared entry with this formula, charge and spin: 21.389 eV
* Kohn-Sham gap: 5.7085 eV
* charge: 0